Density functional theory data (wB97M-V/def2-TZVPD) for one molecule with the formula C2HNO5 in a non-equilibrium geometry.

Lowest unoccupied orbital energy ... -0.531 eV
Structure (SMILES) ... O=c1oc(=O)n(O)o1
E_tot ... -13813.196 eV
HOMO energy ... -11.40 eV
Energy relative to the best compared isomer or geometry (same formula, charge and spin) ... 43.2 kcal/mol

```
! wB97M-V def2-TZVPD RIJCOSX def2/J DEFGRID3
* xyz 0 1
C -0.394 1.189 0.939
O -0.826 -2.044 0.596
O -0.465 0.062 1.528
O 0.417 -0.691 -1.739
C -0.331 -0.856 0.446
O 0.246 1.024 -0.352
H 1.253 -0.683 -2.182
O -0.514 2.354 1.115
N 0.614 -0.355 -0.352
*
```